168
Properties=species:S:1:pos:R:3:forces:R:3 method="wB97M-V/def2-TZVPD" total_energy_ev=-419450.3841
C -1.761233 4.660883 2.313022 -1.4 -1.2 0.1
S -0.772440 4.968754 0.942482 0.6 1.5 -1.5
O 0.072090 3.769623 0.682811 0.2 -0.7 0.1
C -2.098533 4.955584 -0.275730 0.6 0.0 -0.7
H -2.314926 3.740079 2.104145 0.1 -0.2 0.3
H -2.491176 5.431335 2.428689 -0.4 0.8 0.0
H -1.183421 4.616721 3.197853 0.7 -0.1 0.8
H -2.766664 5.787816 -0.117336 0.0 0.5 0.0
H -2.662121 4.049255 -0.173799 -0.2 -0.7 0.1
H -1.655060 4.991521 -1.293140 -0.2 0.1 0.7
C -0.590851 4.276970 -3.933988 0.9 -2.1 0.3
S -1.805878 3.155810 -4.585121 -0.2 0.8 0.9
O -2.960969 3.357039 -3.669982 -1.0 -0.9 1.0
C -2.294361 4.142636 -5.940785 0.2 0.5 -0.8
H -0.334619 3.802094 -2.978091 0.1 0.2 0.0
H -0.976229 5.254196 -3.748865 -0.1 0.7 -0.4
H 0.256507 4.108369 -4.607208 0.2 0.9 0.2
H -2.740382 3.433559 -6.608816 0.0 0.0 -1.0
H -1.443645 4.719198 -6.312190 -0.2 -0.3 -0.5
H -3.073005 4.822035 -5.619551 0.0 0.1 0.4
C 3.590844 1.635325 0.997035 1.5 -1.2 1.0
S 3.278399 -0.121940 0.606794 0.0 0.4 -0.5
O 4.180264 -0.439696 -0.534055 0.3 -0.1 -0.9
C 4.075111 -0.860819 1.981153 0.6 0.4 1.5
H 4.342040 1.601584 1.823602 -0.9 0.4 -0.1
H 2.651344 2.121655 1.227331 0.1 0.4 -0.2
H 4.210850 1.986194 0.175695 -0.8 0.3 -0.3
H 4.068523 -1.953969 1.900483 -0.2 0.2 0.0
H 3.498164 -0.502923 2.860095 0.2 -0.5 -0.2
H 5.115529 -0.467465 2.100516 -0.7 -0.3 -0.3
C 1.920684 -3.179281 -0.126204 0.9 -1.6 0.4
S 2.211627 -4.684165 0.923700 0.7 2.1 0.8
O 3.310640 -4.216702 1.880254 -0.9 -0.7 -0.8
C 0.663297 -4.411537 1.835980 0.7 -1.5 -0.5
H 1.785149 -2.357007 0.586217 -0.6 -0.2 -0.5
H 1.188034 -3.509263 -0.859964 -0.6 0.7 0.2
H 2.853249 -3.016972 -0.645870 0.4 0.1 -0.1
H 0.714291 -3.410048 2.159345 -0.1 1.1 0.7
H 0.658160 -5.133366 2.652963 -0.2 0.2 0.0
H -0.153422 -4.549442 1.145966 -0.4 -0.1 -0.2
C -2.344669 -5.103921 -3.418588 0.2 0.5 0.5
S -1.382009 -5.580811 -2.013979 0.7 0.7 0.4
O -1.128064 -4.291318 -1.252064 0.0 -0.5 -0.3
C -2.722595 -6.335530 -1.153358 -1.3 -0.5 -0.1
H -3.129234 -4.488117 -2.987451 -0.3 0.1 -0.2
H -2.745795 -6.011949 -3.837346 -0.1 -0.1 -0.6
H -1.710572 -4.494768 -4.055830 -0.1 -0.3 -0.4
H -2.365027 -6.498153 -0.147283 -0.1 0.0 0.3
H -3.043522 -7.312703 -1.590149 0.4 0.8 0.2
H -3.587358 -5.625570 -1.167606 0.7 -0.6 0.2
C -6.616519 2.058647 0.500663 -0.4 1.3 -0.6
S -5.097738 2.687955 -0.253663 -0.4 0.3 0.6
O -3.990659 2.258584 0.659787 0.0 0.1 0.0
C -5.076811 1.588285 -1.593503 -0.2 -1.1 -0.9
H -6.668740 2.731098 1.341309 -0.2 -0.4 0.9
H -6.480372 1.011415 0.741612 -0.1 -0.1 0.2
H -7.537727 2.303664 -0.087946 1.0 -0.5 0.1
H -6.055171 1.633977 -2.072233 -0.2 -0.1 0.1
H -4.869433 0.556211 -1.202684 0.0 0.9 -0.5
H -4.389052 1.982771 -2.337026 0.6 -0.4 0.0
C 4.464187 2.337717 6.243732 -0.1 0.7 -1.0
S 4.546825 1.224866 4.821751 -1.3 1.4 0.4
O 5.748852 1.589673 4.045859 0.5 -0.2 -0.2
C 4.884424 -0.174725 5.788067 -0.1 -1.6 0.5
H 3.448380 2.386875 6.609328 -0.1 0.0 0.2
H 4.758593 3.289813 5.827899 -0.3 0.5 -0.2
H 5.188832 2.155186 7.000925 0.5 -0.7 0.6
H 4.911094 -1.009021 5.100845 0.0 -0.4 -0.2
H 4.100729 -0.398486 6.567458 1.0 0.6 -0.7
H 5.904563 -0.038833 6.136062 0.0 -0.1 0.6
C 0.899339 -1.396397 5.447198 0.6 0.9 -0.6
S -0.743497 -1.894091 5.789969 -0.4 0.1 -1.3
O -0.846862 -3.328823 5.436639 0.0 -0.8 -0.9
C -0.634430 -2.014503 7.485984 0.8 -0.2 2.9
H 0.990824 -0.344789 5.695112 0.0 0.4 0.3
H 1.037998 -1.441528 4.367783 0.1 -0.3 0.0
H 1.650497 -1.952053 5.991555 0.1 -0.4 0.0
H -0.465365 -1.049105 8.002373 -0.1 -0.4 -0.3
H 0.190102 -2.751534 7.780132 -1.2 0.9 -0.5
H -1.617786 -2.409039 7.768555 0.3 0.0 0.3
Cl 1.107700 -4.565970 -4.963714 -0.6 -0.5 0.0
C 1.852393 -3.143468 -4.213272 -0.3 0.5 0.3
C 0.779939 -2.131897 -3.689503 0.9 -1.1 -0.7
Cl 1.721632 -0.840294 -2.908229 0.0 0.3 -0.3
H 2.382914 -2.706926 -5.053864 0.4 0.3 0.4
H 2.544562 -3.520633 -3.426299 -0.6 0.6 -0.6
H 0.166656 -2.564114 -2.923725 -0.3 -0.4 0.5
H 0.102944 -1.808525 -4.503787 0.7 0.3 0.4
Cl 3.861238 7.467142 -0.595723 0.6 0.7 -0.3
C 2.620135 6.341267 -0.126852 -1.0 -0.3 1.5
C 1.989342 5.614375 -1.296017 2.8 0.3 -0.1
Cl 1.128724 6.780456 -2.266743 -0.9 0.2 -0.5
H 1.871516 6.879034 0.506088 0.4 -0.3 -0.8
H 3.087988 5.644668 0.569450 0.0 -0.3 -0.2
H 1.420586 4.802514 -0.904402 -0.8 -0.5 -0.1
H 2.840936 5.234126 -1.930660 -1.1 0.1 0.6
Cl -3.811388 -5.487967 2.146617 -0.1 0.0 0.2
C -2.669890 -5.238555 3.521008 0.2 -1.7 0.1
C -3.295521 -4.755796 4.798067 -1.0 0.0 -1.3
Cl -4.299778 -3.265544 4.523553 0.5 -0.4 0.4
H -1.895774 -4.600307 3.116165 0.2 0.1 0.3
H -2.307505 -6.285689 3.777639 0.0 1.4 -0.6
H -2.504538 -4.573956 5.473117 0.7 0.7 0.7
H -3.918671 -5.534504 5.200972 -0.6 0.0 0.1
Cl -3.445122 -1.481838 1.051831 0.7 0.2 0.6
C -4.803018 -2.407045 0.453916 -0.5 0.0 -1.1
C -4.486624 -2.600874 -1.021902 -0.9 -0.5 0.2
Cl -5.646225 -3.610740 -1.996777 -0.1 0.3 0.5
H -5.646072 -1.768359 0.581999 -0.9 0.3 0.1
H -4.951647 -3.319512 0.994131 0.2 -0.4 0.3
H -3.596368 -3.189681 -1.051107 1.0 0.2 -0.4
H -4.481404 -1.624250 -1.492145 0.5 -0.1 -0.3
Cl 2.856315 -0.798052 -7.035519 0.1 -0.5 -0.1
C 2.109839 0.748812 -6.543611 -0.2 -0.5 0.3
C 0.920424 0.958909 -7.525083 1.2 -0.9 0.7
Cl 0.217470 2.584361 -7.384040 0.0 -0.3 -0.1
H 2.951591 1.431190 -6.591600 -0.4 0.6 -0.3
H 1.869007 0.598397 -5.477473 -0.4 0.3 -0.5
H 0.189223 0.154838 -7.325252 0.0 0.7 0.0
H 1.326776 0.776888 -8.526505 -0.3 0.5 0.1
Cl -3.472550 0.768546 -6.481567 0.0 -0.2 -0.2
C -3.154052 -0.054513 -4.922981 -1.7 0.9 0.2
C -3.686794 -1.452777 -4.896020 0.7 -1.0 -0.3
Cl -2.639282 -2.489583 -5.972068 -0.2 0.2 0.0
H -3.642226 0.612697 -4.185017 0.3 -0.6 -0.2
H -2.106561 -0.022071 -4.787617 1.0 -0.1 0.2
H -4.707187 -1.613699 -5.232006 0.0 0.4 0.0
H -3.549356 -1.943434 -3.934115 -0.1 0.4 0.2
Cl 2.789532 2.312564 -2.420253 0.2 0.1 0.4
C 4.605445 2.357159 -2.582589 -1.1 0.2 -0.4
C 4.919241 1.134129 -3.363523 1.2 -0.4 -1.2
Cl 6.704631 1.109301 -3.691643 -0.1 0.1 0.0
H 5.095235 2.304443 -1.617689 -0.2 0.3 0.1
H 4.777070 3.297999 -3.114676 0.4 -0.4 0.2
H 4.443577 1.083150 -4.345220 0.0 0.2 0.2
H 4.738506 0.217890 -2.838664 -0.4 -0.2 0.5
Cl -2.390642 1.646049 4.782964 -0.3 0.0 -0.4
C -3.275173 0.723711 3.499621 0.0 0.2 -0.2
C -4.658451 0.339177 4.009649 0.8 -1.5 -0.3
Cl -5.618903 1.712934 4.517300 -0.5 0.4 -0.1
H -2.651763 -0.154801 3.384384 -0.2 -0.3 -0.1
H -3.293270 1.245241 2.519674 0.0 0.1 0.9
H -4.517363 -0.302937 4.901461 -0.3 0.3 -0.5
H -5.174873 -0.252712 3.205145 0.3 0.7 0.8
Cl 5.381048 -4.121785 -3.400713 0.2 0.1 0.0
C 5.406545 -3.144700 -1.904626 0.6 0.7 -0.1
C 6.584241 -2.204315 -1.751140 1.0 -0.1 -0.4
Cl 8.177522 -3.046528 -1.440384 -0.6 0.1 0.1
H 5.327701 -3.831785 -1.076067 -0.2 0.0 0.3
H 4.604746 -2.422572 -1.962590 -0.8 -0.2 0.1
H 6.405757 -1.504811 -0.905891 0.1 -0.5 -0.7
H 6.796401 -1.668029 -2.694554 -0.4 0.0 0.6
Cl -0.075867 -0.152473 1.765942 -0.1 -0.4 -0.1
C -0.307878 -0.558153 0.005896 -0.2 1.2 0.0
C -1.084006 0.650952 -0.562285 1.1 -0.3 -0.3
Cl -1.426862 0.295621 -2.288774 -0.1 0.1 0.0
H -0.770816 -1.552864 -0.091812 0.1 0.6 0.1
H 0.686354 -0.505727 -0.446372 -0.2 -0.4 0.2
H -0.435235 1.545869 -0.499026 -0.4 -0.4 -0.1
H -2.033185 0.892389 -0.132936 -0.5 -0.2 0.6
Cl 1.540477 5.337368 4.491672 -0.1 -0.5 -0.3
C 1.640016 3.635277 3.871553 -0.9 0.1 0.4
C 0.615896 2.712914 4.532067 0.1 1.6 -0.5
Cl 0.920277 2.550161 6.265028 0.0 -0.4 0.4
H 2.628913 3.294437 4.087709 0.7 -0.1 -0.1
H 1.409481 3.645513 2.806098 0.2 0.1 0.0
H 0.633001 1.762245 4.007148 -0.1 -0.2 0.2
H -0.361720 3.195436 4.473429 0.2 -0.5 -0.2